C16H28AsF12N7O5Se2W as an isolated structure. Source: the OMol25 dataset; level of theory: ωB97M-V/def2-TZVPD.

```
72
Properties=species:S:1:pos:R:3:forces:R:3
W -0.52345 -0.15917 -0.76766 8.013 3.866 2.947
N -1.34252 1.82636 1.73273 -0.051 0.409 0.343
N -2.72992 1.63239 1.80093 0.053 -0.759 -0.392
C -3.27432 0.77558 0.92200 -0.226 0.794 1.049
N -4.53952 0.41212 1.02850 0.299 -0.233 -0.314
N -2.47731 0.42215 -0.11512 -0.704 -0.023 -1.600
N -2.95948 -0.22298 -1.18588 -0.211 -1.914 0.515
O -3.96714 -0.88924 -1.23546 -0.047 1.106 -0.625
O -1.98275 -0.37624 -2.05086 -3.896 -0.065 -0.936
H -0.90719 1.44034 2.56631 0.024 -0.223 -0.123
H -1.14862 2.82244 1.70051 -0.048 -0.037 -0.117
H -3.18332 1.72221 2.70156 -0.113 0.024 -0.042
H -5.03890 0.54450 1.89312 -0.030 0.108 -0.011
H -4.87186 -0.26688 0.35668 -0.161 -0.012 0.238
O 3.37572 3.09414 -3.93802 0.122 0.006 0.104
C 2.25922 2.78039 -4.74098 -0.270 -0.034 -0.044
C 1.25164 1.99250 -3.88021 -0.353 -0.401 0.152
C 0.04423 1.65057 -4.77604 0.508 0.138 0.000
O -0.96376 1.03795 -4.00749 -0.514 0.027 -0.167
C 2.00356 0.75517 -3.35809 -0.386 0.115 0.335
Se 0.96796 -0.79544 -2.67713 -0.344 0.056 -0.806
C 0.85337 2.90612 -2.71712 -0.106 -0.327 0.283
Se -0.47594 2.26769 -1.36020 -0.232 0.364 -0.773
H 4.01696 3.59527 -4.44948 -0.012 -0.005 -0.031
H 2.55143 2.15841 -5.59654 -0.040 0.044 -0.014
H 1.77612 3.69095 -5.11731 0.010 -0.033 -0.023
H 0.36492 0.96689 -5.57058 0.106 0.128 -0.102
H -0.34219 2.57507 -5.21778 0.127 0.024 -0.137
H -1.74615 0.91093 -4.55530 0.086 0.057 -0.038
H 2.66402 1.07998 -2.55983 0.041 -0.127 0.000
H 2.62289 0.33746 -4.15228 -0.101 -0.194 0.024
H 0.42452 3.82684 -3.11342 -0.161 -0.026 0.138
H 1.74742 3.16040 -2.14930 -0.061 -0.009 0.015
F -0.57877 -0.77670 1.45307 -1.002 -0.895 0.252
As -1.56556 -2.13245 2.48654 0.425 0.992 0.030
F -0.60284 -3.34690 1.76591 -0.203 0.147 -0.196
F -2.67902 -2.08662 1.13827 0.123 -0.108 0.086
F -2.54171 -3.23470 3.32939 0.178 0.047 0.052
F -2.42514 -0.76119 3.15773 0.024 -0.118 -0.246
F -0.36165 -1.88159 3.67894 -0.219 -0.165 -0.111
N -0.69956 -2.14930 -0.75559 -0.819 -2.476 -0.632
C -1.10250 -3.00955 -1.44759 0.571 0.259 0.210
N -1.50379 -3.94180 -2.22601 -0.188 -0.295 0.190
C -0.57998 -4.63588 -3.14264 0.502 0.106 -0.456
C -0.61086 -3.96044 -4.51225 -0.228 -0.039 -0.022
C -2.04785 -3.86733 -5.03605 0.135 0.193 0.132
C -2.95599 -3.18544 -4.01079 0.019 -0.260 -0.044
C -2.90476 -3.94680 -2.68787 -0.398 0.391 -0.189
H -0.92702 -5.66786 -3.21779 0.011 0.013 0.145
H 0.42465 -4.62662 -2.72166 -0.084 -0.022 0.105
H 0.00480 -4.52977 -5.20933 0.059 -0.033 0.061
H -0.17580 -2.96079 -4.42742 -0.005 -0.024 0.023
H -2.42600 -4.87353 -5.23866 -0.036 0.017 -0.077
H -2.06130 -3.30783 -5.97146 -0.021 -0.083 -0.043
H -3.98358 -3.14469 -4.37294 -0.036 -0.009 0.038
H -2.61976 -2.16168 -3.82585 -0.038 0.021 -0.064
H -3.20809 -4.98578 -2.82441 0.045 -0.005 0.131
H -3.54086 -3.47948 -1.93701 0.096 -0.103 0.095
C 2.25700 -1.48493 1.41241 0.037 0.054 0.147
C 2.22035 -0.03695 0.92010 0.173 -0.121 -0.014
O 1.18121 0.22086 0.03103 -0.220 -0.414 0.721
C 2.08988 0.99794 2.07499 -0.556 0.301 -0.082
F 3.23882 1.28255 2.67795 0.059 -0.183 0.003
F 1.22499 0.58011 3.01733 0.121 -0.030 0.003
F 1.58261 2.15190 1.59389 0.160 -0.012 0.125
C 3.53374 0.27546 0.15676 -0.076 0.054 -0.469
F 3.58344 1.56259 -0.22246 0.019 -0.018 0.076
F 3.57639 -0.46305 -0.96545 0.052 -0.099 0.126
F 4.63771 0.00243 0.84884 -0.071 0.027 0.121
H 1.63018 -1.62152 2.28981 -0.015 0.015 -0.106
H 3.27396 -1.77591 1.66913 -0.003 -0.012 0.002
H 1.89159 -2.12910 0.61206 0.088 0.044 0.028
```
Positions in Å, forces in eV/Å.

multiplicity	2
E_HOMO (spin up / spin down)	-10.50 / -10.67	eV
energy above the lowest of the compared OMol25 structures with the same formula, charge and spin	3.210	eV
gap between HOMO and LUMO (spin up / spin down)	5.32 / 5.70	eV
energy	-263675.3511	eV
charge	+1
LUMO energy (spin up / spin down)	-5.175 / -4.964	eV
⟨S²⟩	0.8327

***

C27H54AlClF5N3O6PS as an isolated structure. Source: the OMol25 dataset; level of theory: ωB97M-V/def2-TZVPD.

```
99
Properties=species:S:1:pos:R:3:forces:R:3
N -4.75169 -3.66050 1.06834 0.067 0.186 -0.185
P -4.22913 -3.98561 -0.38181 -0.140 0.023 0.265
O -4.52037 -2.72329 -1.41164 -0.141 0.041 -0.028
O -5.14728 -5.14510 -1.11082 0.020 -0.098 -0.186
Al -1.89405 -4.57143 -0.60659 0.238 -0.300 -0.260
C -0.99898 -2.80365 -0.93424 -0.092 0.163 0.096
C 0.50456 -2.84868 -0.67530 0.038 -0.008 -0.018
C 1.25519 -1.54119 -0.98853 -0.016 -0.040 -0.008
C 2.54468 -1.35307 -0.17808 -0.055 -0.172 -0.094
S 2.28875 -0.45051 1.34672 0.038 -0.036 -0.021
O 2.31676 -1.33541 2.46360 -0.110 0.006 0.034
O 1.28331 0.54767 1.19967 -0.058 -0.007 0.022
Cl 4.07639 0.60890 1.44591 0.147 0.051 0.032
C -1.19380 -5.45696 1.04685 -0.053 0.077 0.146
C -1.49391 -4.81147 2.41659 0.074 -0.011 -0.031
C -2.75310 -5.40133 3.06011 0.018 0.002 -0.250
C -2.84943 -5.18105 4.53507 0.117 0.037 0.161
F -2.81814 -3.86383 4.85497 0.017 0.356 0.052
F -4.03105 -5.65149 5.01067 -0.322 -0.272 0.054
C -1.74181 -5.85256 5.40502 0.138 -0.111 -0.073
F -1.29584 -6.97847 4.82372 -0.044 0.017 0.101
F -0.69102 -5.03915 5.57335 -0.103 -0.124 0.037
F -2.19632 -6.18983 6.62475 0.096 0.152 -0.151
H -5.13433 -2.73530 1.22852 -0.064 -0.102 0.077
H -5.26541 -2.21068 -1.06384 0.212 0.105 -0.039
H -5.91188 -4.75315 -1.55179 -0.013 -0.051 0.126
H -1.71340 -5.54716 -1.89907 -0.034 0.055 0.059
H -1.18397 -2.50457 -1.97522 -0.021 -0.006 0.050
H -1.44966 -2.02021 -0.30729 0.050 -0.017 -0.059
H 0.69370 -3.12440 0.37082 -0.036 0.022 -0.049
H 0.94889 -3.64174 -1.29163 0.071 -0.034 0.179
H 1.55951 -1.52716 -2.03913 -0.133 0.029 0.009
H 0.58920 -0.68852 -0.84233 0.081 0.011 0.020
H 2.95398 -2.30844 0.15814 0.071 0.071 -0.075
H 3.30983 -0.80019 -0.71760 -0.044 0.060 0.014
H -0.10317 -5.46046 0.90096 -0.043 0.002 -0.061
H -1.47060 -6.51860 1.07593 0.016 0.039 0.001
H -0.63902 -4.92729 3.09353 -0.048 -0.050 -0.039
H -1.64931 -3.73113 2.31318 0.034 -0.057 0.046
H -2.80656 -6.47956 2.88786 0.036 0.038 0.032
H -3.64593 -4.94489 2.61688 0.041 -0.026 0.003
C 10.12697 4.29397 3.56592 0.026 -0.029 -0.059
C 9.03250 4.75499 2.60213 0.052 -0.065 -0.076
C 7.73084 5.08308 3.34607 -0.030 0.025 0.053
C 6.99245 3.84731 3.85320 0.029 0.008 -0.033
C 6.72370 2.86912 2.71290 -0.045 -0.032 0.083
C 7.99456 2.45896 1.95869 0.080 -0.033 -0.008
N 8.71790 3.71604 1.56233 -0.168 0.005 0.335
O 8.36689 4.19183 0.43492 0.084 0.066 -0.311
C 8.86673 1.52891 2.81120 0.036 0.027 -0.047
C 7.62904 1.70960 0.68293 -0.078 -0.076 -0.007
C 9.55048 5.99253 1.87764 -0.006 0.064 0.094
H 9.84126 3.45990 4.19568 -0.032 -0.008 0.032
H 11.02567 4.01584 3.01313 -0.004 -0.014 0.009
H 10.37584 5.12769 4.22412 0.022 0.009 -0.017
H 7.07619 5.63191 2.66247 0.019 -0.020 -0.035
H 7.97248 5.75775 4.17217 -0.042 0.012 0.005
H 7.55688 3.36403 4.65538 0.022 -0.010 -0.015
H 6.04157 4.15302 4.29302 0.003 -0.014 0.032
H 6.24143 1.96203 3.08611 -0.033 0.025 0.016
H 6.02998 3.33043 2.00374 0.041 0.000 -0.040
H 9.88440 1.48428 2.42120 -0.004 -0.006 0.000
H 8.44129 0.52626 2.76633 0.007 -0.002 -0.004
H 8.90745 1.80627 3.86036 -0.008 0.017 0.019
H 6.94649 2.27741 0.05743 0.022 0.039 0.001
H 7.14456 0.77309 0.96482 0.004 0.010 -0.011
H 8.51916 1.47765 0.09665 0.010 0.013 0.017
H 10.41567 5.74601 1.26205 0.003 -0.004 0.005
H 9.85212 6.72806 2.62681 -0.006 -0.007 -0.022
H 8.79185 6.43065 1.23627 -0.010 -0.008 -0.018
C -6.18989 0.27985 -5.87075 0.072 0.033 0.038
C -6.61516 0.18295 -4.40431 0.129 0.016 -0.042
C -8.12541 0.40121 -4.24367 -0.062 -0.013 -0.024
C -8.55312 1.85143 -4.45555 0.036 0.001 -0.009
C -7.77727 2.79134 -3.53551 -0.056 0.041 -0.007
C -6.25585 2.65467 -3.67541 0.098 -0.071 -0.022
N -5.92029 1.19525 -3.53829 -0.289 0.102 -0.163
O -5.74286 0.81654 -2.33648 0.171 -0.084 0.241
C -5.76231 3.24528 -5.00036 0.037 -0.021 0.006
C -5.55061 3.39550 -2.54391 -0.047 0.065 -0.009
C -6.21976 -1.20100 -3.90570 -0.152 -0.085 -0.036
H -6.48764 1.19855 -6.36341 -0.042 0.004 -0.014
H -5.10730 0.17677 -5.95591 -0.004 0.012 -0.008
H -6.65278 -0.54530 -6.41361 0.025 -0.022 0.008
H -8.41124 0.08749 -3.23520 0.049 0.011 0.014
H -8.64112 -0.26045 -4.94493 -0.042 0.006 0.022
H -8.42107 2.13973 -5.50241 0.027 0.000 0.002
H -9.62081 1.94621 -4.24699 -0.012 0.010 -0.027
H -8.04671 3.83442 -3.72561 -0.043 -0.010 0.006
H -8.04446 2.57179 -2.49749 0.036 -0.014 0.007
H -4.76376 2.87802 -5.23905 -0.002 0.007 -0.001
H -5.70900 4.32952 -4.89433 0.011 -0.003 -0.002
H -6.41832 3.04052 -5.84144 -0.015 0.000 -0.005
H -5.89983 3.06789 -1.56990 0.003 -0.021 0.012
H -5.74889 4.46376 -2.65444 0.004 -0.018 0.009
H -4.47355 3.23240 -2.58888 0.002 0.004 -0.010
H -5.14039 -1.34378 -3.92343 0.005 0.020 0.021
H -6.68220 -1.94760 -4.55582 0.026 0.014 0.006
H -6.56032 -1.37013 -2.88916 -0.004 0.003 -0.002
```
Positions in Å, forces in eV/Å.

multiplicity	3
E_HOMO (spin up / spin down)	-4.99 / -4.99	eV
gap between HOMO and LUMO (spin up / spin down)	6.95 / 6.91	eV
energy	-98462.3345	eV
charge	-1
LUMO energy (spin up / spin down)	1.963 / 1.928	eV
⟨S²⟩	2.0083

***

A 2-piece molecular cluster, C6H12O2 overall. Source: the OMol25 dataset; level of theory: ωB97M-V/def2-TZVPD.

```
20
Properties=species:S:1:pos:R:3:forces:R:3
O -1.93518 -0.80047 -1.35627 1.825 -0.361 2.165
C -1.03082 -1.09408 -0.31369 0.889 0.618 -0.669
C -0.56859 0.18219 0.52580 0.908 1.704 1.772
C 0.62010 0.10721 1.41518 -1.393 -1.022 -2.597
C 1.84610 0.51969 0.84947 1.649 0.715 -0.691
C 2.08982 0.94241 -0.51182 -2.461 -1.733 2.641
C 3.40129 1.37173 -1.03788 0.413 0.038 0.930
H -1.29715 -1.80023 0.45550 -1.021 -0.353 -0.151
H -1.32060 0.57093 1.23070 -0.863 -0.594 -0.454
H -0.28083 1.02251 -0.09451 -0.821 -0.112 -0.712
H -0.06178 -1.41439 -0.68109 0.190 -0.269 -0.816
H 0.46268 -0.36970 2.40482 0.748 0.550 -0.573
H 2.68066 0.48315 1.55152 0.198 0.220 -0.388
H 1.14399 0.85337 -1.10193 1.308 0.378 -0.135
H 3.95565 1.70554 -0.14186 0.245 -0.266 -0.585
H 3.96152 0.54942 -1.54551 -0.523 0.504 0.345
H 3.33544 2.22704 -1.71205 -0.220 -0.228 -0.152
H -2.74655 -0.78435 -0.74506 -1.484 -0.092 0.451
H -4.37677 -0.61202 0.74559 0.192 -0.111 -0.108
O -3.51528 -1.02530 0.61521 0.221 0.415 -0.271
```
Positions in Å, forces in eV/Å.

E_HOMO	-6.86	eV
energy above the lowest of the compared OMol25 structures with the same formula, charge and spin	6.800	eV
gap between HOMO and LUMO	3.57	eV
energy	-10505.5067	eV
LUMO energy	-3.281	eV

***

> Which value of energy does entry 3 give?

-10505.5067 eV

***

> The lowest energy belongs to which entry?

C16H28AsF12N7O5Se2W

***

> The lowest energy belongs to which entry?

C16H28AsF12N7O5Se2W

***

> Which formula does entry 3 have?

C6H12O2